Entry 1:
DFT (ωB97M-V with the def2-TZVPD basis set) results for a 2-piece molecular cluster, C4H11NO overall.

Positions of all 17 atoms, in Å:
C (2.768, 0.197, -1.427)
C (4.087, -0.076, -1.387)
N (1.954, -0.102, -0.325)
H (2.341, 0.057, -2.420)
H (4.772, -0.001, -2.225)
H (4.538, -0.214, -0.403)
H (2.470, 0.018, 0.520)
H (1.025, -0.360, -0.536)
H (-2.801, -1.472, 1.955)
C (-2.099, 0.045, 0.790)
O (-2.739, -1.209, 1.035)
C (-3.211, 1.102, 0.885)
H (-1.279, 0.198, 1.495)
H (-1.740, -0.069, -0.233)
H (-3.919, 0.734, 0.126)
H (-3.800, 1.031, 1.803)
H (-2.908, 2.147, 0.789)

Multiplicity: 1
LUMO, eV: 0.85
Charge: 0
ΔE to the lowest compared entry with this formula, charge and spin, kcal per mole: 57.3



Entry 2:
DFT (ωB97M-V with the def2-TZVPD basis set) results for an isolated ion of composition C3H7N4 and charge +1.

Positions of all 14 atoms, in Å:
C (-0.456, 1.587, 0.525)
C (0.565, -0.367, -0.408)
C (0.295, -2.020, 0.226)
N (-0.238, -0.171, -1.446)
N (-0.765, 0.876, -1.683)
N (-0.567, 2.026, -0.727)
N (0.235, 0.489, 0.707)
H (-0.927, 2.062, 1.381)
H (1.668, -0.291, -0.440)
H (0.382, -2.010, 1.316)
H (0.953, -2.816, -0.007)
H (-0.657, -2.317, -0.083)
H (-0.916, 2.939, -0.949)
H (0.428, 0.013, 1.587)

Multiplicity: 1
LUMO, eV: -4.77
Charge: +1
ΔE to the lowest compared entry with this formula, charge and spin, kcal per mole: 88.7



Number 1: electronic energy -7862.071 eV, HOMO level -8.1 eV. Number 2: electronic energy -9174.671 eV, HOMO level -15.1 eV.